# 1
Below is 4 unconnected molecules or ions with the total composition C2H11NO4 at a distorted geometry, with properties calculated with ωB97M-V/def2-TZVPD.

Calculated values
HOMO level, eV: -9.846
Total charge: 0
SMILES string: NCC=O.O.O.O

Last column: Löwdin charge in e.
CARTESIAN COORDINATES (ANGSTROEM)
O: -1.71439 -1.53476 3.39969  -0.064
O: -0.60685 2.14785 1.03309  -0.045
O: 0.14212 1.86480 -1.96792  0.031
O: 0.57627 0.09556 3.02768  -0.065
N: 0.95241 -1.23554 -3.29163  -0.002
C: 0.23640 -0.58512 -2.18961  -0.232
C: 0.75034 0.82417 -2.07355  -0.253
H: 0.25910 -1.03847 -1.19807  0.119
H: -0.62589 2.06706 0.07927  -0.003
H: -0.79390 -0.56746 -2.56124  0.124
H: 1.28406 0.10827 3.70437  0.065
H: 0.71398 0.92362 2.54609  0.026
H: 1.66158 -1.87489 -2.96786  0.068
H: -1.04318 -0.86128 3.55996  -0.016
H: 0.31472 -1.76130 -3.86814  0.066
H: -1.50366 1.85368 1.20729  0.046
H: -2.39118 -1.38370 4.04109  0.011
H: 1.78806 0.95752 -2.48051  0.125

# 2
Below is a molecular structure, C48H37Cl2N4O4S5Tc at a distorted geometry, with properties calculated with ωB97M-V/def2-TZVPD.

Calculated values
2S+1: 4
HOMO level (alpha / beta), eV: -9.501 / -9.865
Total charge: +1

Last column: Löwdin charge in e.
CARTESIAN COORDINATES (ANGSTROEM)
Tc: 0.56854 -0.06137 -0.77312  1.432
Cl: -1.01866 0.79613 2.25498  0.584
Cl: -0.52856 -0.15257 4.97378  0.541
S: 2.50064 0.23023 2.93988  1.062
S: -2.69156 -0.66517 -1.57742  1.104
S: 0.24384 -2.50307 2.06398  1.000
S: 1.13584 7.60693 3.51318  1.040
S: 5.34934 -1.66477 0.86318  1.085
O: 2.78704 -0.05707 -3.91902  0.147
O: 1.58904 -1.56197 -0.22992  -0.357
O: 0.80924 1.74803 -4.64822  0.107
O: 2.39484 8.17063 5.67848  0.030
N: -1.14416 2.12713 -1.70212  -0.016
N: -1.41226 -0.72227 -0.58922  -0.437
N: 0.39114 -2.19297 -2.45872  0.073
N: 0.85074 0.43403 -2.75632  -0.022
C: -3.30716 -4.86427 -3.29812  -0.055
C: 1.69664 4.71633 0.75598  -0.025
C: 1.45134 -1.86677 -3.18902  -0.212
C: -0.88226 2.02813 -3.02822  -0.080
C: 1.96334 -2.52447 1.85918  -0.473
C: 3.82614 -2.20357 0.24388  -0.445
C: 0.82664 -4.48997 -2.90982  -0.033
C: 1.90354 -4.14807 -3.71192  -0.045
C: -3.49766 -4.64847 -1.94232  -0.054
C: 2.53064 -1.63387 0.78058  -0.607
C: -4.93046 -0.91327 1.83118  -0.051
C: -0.08416 5.24803 2.83028  -0.086
C: -6.22136 -0.91447 1.33178  -0.058
C: -3.32316 -3.38267 -1.40892  -0.084
C: -2.96566 -2.33437 -2.24462  -0.396
C: 0.11114 -3.47077 -2.29672  -0.132
C: -3.85266 -0.81627 0.96668  -0.103
C: 2.91914 5.95143 4.96378  -0.040
C: 3.29454 0.80253 0.56568  -0.158
C: 3.47714 1.97193 1.33408  -0.177
C: -2.77716 -2.54057 -3.60162  -0.086
C: -0.13386 1.94663 -0.71602  -0.285
C: 1.89464 5.80763 1.56108  -0.088
C: 1.80204 -0.41727 -3.32902  -0.426
C: 2.23854 -2.81027 -3.83852  0.013
C: -3.15366 2.63113 -3.54772  -0.001
C: -3.41486 2.66873 -2.17612  -0.029
C: 3.98624 -3.13627 -0.73362  -0.097
C: -0.76476 1.27153 3.94708  -0.974
C: -2.94986 -3.81217 -4.12582  -0.056
C: 0.35104 -3.65607 3.33428  -0.394
C: -1.86936 2.31213 -3.95642  0.040
C: -4.08206 -0.73397 -0.39412  -0.388
C: -6.44226 -0.82457 -0.03402  -0.055
C: -2.39626 2.44043 -1.28682  -0.044
C: -5.36956 -0.73247 -0.90452  -0.082
C: -0.30116 4.15823 2.03088  -0.043
C: 0.25564 2.86963 0.07878  0.032
C: 1.62914 -4.04737 3.56048  -0.162
C: 0.40104 1.44783 -3.54742  -0.449
C: 2.55774 -3.40187 2.70888  -0.097
C: 0.57514 3.86973 0.94978  -0.237
C: 1.00844 6.08703 2.60358  -0.551
C: 5.34464 -3.42337 -0.99922  -0.167
C: 6.18734 -2.69987 -0.22152  -0.390
C: 2.24884 7.28993 4.88788  -0.741
C: 3.08324 1.81293 2.62278  -0.376
C: 2.78614 -0.23467 1.30378  -0.520
H: -2.52136 2.52113 -0.22002  0.140
H: -5.52226 -0.67937 -1.97032  0.116
H: 1.91314 -4.76457 4.30858  0.107
H: 0.53924 -5.51857 -2.75932  0.111
H: 3.60714 0.71093 -0.46322  0.126
H: 0.13054 1.88813 3.99498  0.012
H: -0.54426 -3.96637 3.83238  0.064
H: 3.16074 -3.59567 -1.24332  0.101
H: -3.42916 -5.85637 -3.70422  0.114
H: 2.48284 -4.90727 -4.21402  0.115
H: 3.61654 -3.58957 2.73058  0.118
H: -4.39916 2.91173 -1.81322  0.123
H: -3.91526 2.85653 -4.27652  0.123
H: -7.45006 -0.83477 -0.41752  0.114
H: 2.72434 6.47553 1.38208  0.118
H: -7.05426 -0.98547 2.01198  0.112
H: -0.77276 5.48813 3.62518  0.111
H: 3.12044 2.51693 3.42858  0.065
H: -1.17196 3.53733 2.17088  0.081
H: 3.96764 6.12343 5.21058  0.097
H: -3.78166 -5.46557 -1.29612  0.116
H: -1.43366 -1.56467 -0.01772  -0.019
H: 2.83864 5.37173 4.04758  0.049
H: -2.84706 -0.80967 1.35258  0.034
H: 2.36444 4.51463 -0.06572  0.119
H: -4.75006 -0.99587 2.89198  0.115
H: -0.72916 -3.70087 -1.65902  0.099
H: -1.58576 2.28053 -4.99822  0.136
H: -2.80786 -3.98247 -5.18142  0.115
H: 2.46484 5.40143 5.78948  0.098
H: 3.07874 -2.46177 -4.41712  0.126
H: 5.67624 -4.13167 -1.73872  0.105
H: -1.64476 1.81263 4.28978  0.037
H: 3.91214 2.87323 0.94428  0.104
H: 7.25804 -2.71457 -0.20862  0.064
H: -3.46126 -3.22017 -0.35042  0.117
H: -2.48996 -1.72047 -4.24022  0.112

# 3
Below is a molecular structure, C23H18MoN5O4S at a distorted geometry, with properties calculated with ωB97M-V/def2-TZVPD.

Calculated values
HOMO level (alpha / beta), eV: -10.381 / -10.383
Total charge: +1

Last column: Löwdin charge in e.
CARTESIAN COORDINATES (ANGSTROEM)
Mo: 1.17105 1.04080 0.51877  1.647
S: -0.61765 1.20063 2.00424  0.847
O: 1.51547 3.19776 0.82210  -0.060
O: 2.55183 0.48609 2.04353  -0.097
O: 3.20985 1.05867 0.07413  -0.111
O: -0.72207 2.02878 -2.88077  0.156
N: -1.29822 -2.57531 2.08039  0.037
N: 0.31279 -0.88134 0.78191  -0.105
N: -1.47839 -1.30389 2.31064  0.084
N: 0.32004 -0.26997 -0.47103  -0.183
N: 0.54499 2.35665 -0.95505  -0.012
C: -2.05094 -3.56178 2.72560  -0.231
C: 4.94472 0.51865 1.66405  0.044
C: 0.95123 3.44333 -0.27629  -0.422
C: 0.26929 -0.99506 -1.67244  -0.248
C: -3.49075 -5.57673 3.94162  -0.073
C: -0.12173 4.26262 -2.09595  -0.076
C: 0.15566 -2.40316 -4.03332  -0.051
C: -0.64482 5.17037 -2.98739  0.024
C: -3.79680 -4.24536 4.20052  -0.067
C: -0.56686 -2.10216 -1.76349  -0.007
C: -1.73277 -4.89069 2.45670  -0.027
C: -2.45781 -5.89605 3.06964  -0.073
C: -3.08266 -3.22624 3.59721  -0.019
C: -0.71836 -0.47660 1.65547  -0.812
C: 3.53163 0.68922 1.26098  -0.612
C: -0.18181 2.75842 -2.10498  -0.362
C: 0.97611 -1.28590 -3.93182  -0.049
C: -0.43692 6.52229 -2.71376  -0.031
C: -0.61429 -2.80984 -2.95214  -0.055
C: 0.79052 6.01483 -0.68514  0.024
C: 1.03678 -0.57105 -2.75038  -0.021
C: 0.26576 6.93709 -1.58674  -0.039
C: 0.58275 4.68052 -0.96825  -0.086
H: -0.52679 -2.86128 1.47950  0.142
H: 5.01367 0.27790 2.72010  0.101
H: -1.18784 -2.38326 -0.92324  0.107
H: 5.49246 1.43288 1.43790  0.108
H: 1.57385 -0.97351 -4.77678  0.116
H: -4.60023 -3.99823 4.88082  0.111
H: 1.67709 0.29570 -2.65432  0.112
H: 1.33510 6.33005 0.19414  0.129
H: -1.19450 4.84513 -3.86006  0.131
H: -4.05635 -6.36383 4.42071  0.108
H: -0.83214 7.26756 -3.39090  0.117
H: 0.40408 7.99470 -1.40880  0.116
H: 5.38068 -0.28141 1.06444  0.109
H: -2.21502 -6.93007 2.86752  0.110
H: -3.31086 -2.18885 3.79284  0.108
H: -0.92255 -5.13128 1.77808  0.113
H: 0.11358 -2.95632 -4.96163  0.115
H: -1.26184 -3.67149 -3.03889  0.114

# 4
Below is a gas-phase ion, C5H10NO (charge +1) at a distorted geometry, with properties calculated with ωB97M-V/def2-TZVPD.

Calculated values
2S+1: 3
HOMO level (alpha / beta), eV: -9.856 / -13.777
Total charge: +1

Last column: Löwdin charge in e.
CARTESIAN COORDINATES (ANGSTROEM)
O: -1.74751 1.53749 0.26664  0.099
N: -1.28812 -0.78864 0.24216  0.100
C: -1.17205 0.52358 -0.43625  -0.224
C: 1.58978 1.79303 0.03623  0.040
C: 0.02892 -1.65676 -0.19708  -0.027
C: 1.20366 -0.80859 0.28587  -0.159
C: 0.98985 0.64529 0.04728  -0.111
H: -2.17514 -1.23616 -0.10173  0.201
H: -1.10043 0.50137 -1.56542  0.182
H: -1.15121 -0.88916 1.21654  0.151
H: 2.07680 -1.06817 -0.23948  0.122
H: 0.96697 2.59180 -0.14577  0.038
H: -0.19586 -2.65642 0.30833  0.166
H: 2.59056 1.80363 0.48993  0.098
H: -0.01654 -1.55692 -1.24022  0.101
H: -1.89229 2.29462 -0.27206  0.114
H: 1.29263 -1.02999 1.30503  0.110

# 5
Below is a molecular structure, C6H10O, with properties calculated with ωB97M-V/def2-TZVPD.

Calculated values
HOMO level, eV: -7.361
Total charge: 0

Last column: Löwdin charge in e.
CARTESIAN COORDINATES (ANGSTROEM)
O: -0.21037 -0.98003 1.40662  0.110
C: -1.11333 0.83646 0.17599  -0.355
C: 1.04270 -0.41303 -0.50482  -0.175
C: -1.86961 1.87656 0.47871  -0.003
C: -0.15187 -0.14670 0.36539  -0.369
C: 2.31879 -0.02031 0.24894  -0.075
C: -1.68337 -0.33360 -0.96192  -0.003
H: 1.07488 -1.47650 -0.77285  0.130
H: 2.44003 -0.61845 1.15609  0.078
H: 0.95021 0.17423 -1.42040  0.123
H: -1.32908 2.53394 1.18132  -0.016
H: -1.25932 -0.16021 -1.95191  0.077
H: -1.66906 -1.40342 -0.72828  0.085
H: -0.90634 -0.65160 2.00150  0.148
H: 2.29384 1.03741 0.53061  0.086
H: 3.19140 -0.18070 -0.39050  0.078
H: -2.70659 0.03281 -0.89339  0.080

Question: What is the total charge in the second record?
Answer: +1

Copy entry 5 word for word.
Below is a molecular structure, C6H10O, with properties calculated with ωB97M-V/def2-TZVPD.

Calculated values
HOMO level, eV: -7.361
Total charge: 0

Last column: Löwdin charge in e.
CARTESIAN COORDINATES (ANGSTROEM)
O: -0.21037 -0.98003 1.40662  0.110
C: -1.11333 0.83646 0.17599  -0.355
C: 1.04270 -0.41303 -0.50482  -0.175
C: -1.86961 1.87656 0.47871  -0.003
C: -0.15187 -0.14670 0.36539  -0.369
C: 2.31879 -0.02031 0.24894  -0.075
C: -1.68337 -0.33360 -0.96192  -0.003
H: 1.07488 -1.47650 -0.77285  0.130
H: 2.44003 -0.61845 1.15609  0.078
H: 0.95021 0.17423 -1.42040  0.123
H: -1.32908 2.53394 1.18132  -0.016
H: -1.25932 -0.16021 -1.95191  0.077
H: -1.66906 -1.40342 -0.72828  0.085
H: -0.90634 -0.65160 2.00150  0.148
H: 2.29384 1.03741 0.53061  0.086
H: 3.19140 -0.18070 -0.39050  0.078
H: -2.70659 0.03281 -0.89339  0.080